[1]
Entry from the OMol25 dataset: a cluster of 5 separate species, C17H35FNO12 in total (ωB97M-V/def2-TZVPD).

```
66
Properties=species:S:1:pos:R:3:forces:R:3:nbo_charge:R:1
F -3.241 -1.097 1.309 -0.066 -0.013 -0.108 -0.169
O 3.278 2.883 -1.482 -0.070 0.035 0.023 -0.507
O 1.018 5.547 1.517 -0.049 -0.090 -0.002 -0.478
O -2.138 -6.829 3.110 -0.082 0.153 -0.025 -0.677
O -1.109 3.579 -4.608 0.039 -0.065 0.044 -0.662
O 3.711 2.663 -3.584 -0.019 0.014 0.096 -0.497
O -2.766 -8.998 3.146 -0.012 0.080 0.002 -0.480
O 0.839 4.208 -5.567 -0.047 -0.070 0.000 -0.489
O 4.865 1.398 -2.106 -0.060 0.049 0.013 -0.636
O -0.365 2.722 -6.563 0.013 0.030 0.044 -0.490
O -0.074 4.574 -0.065 -0.017 -0.035 0.085 -0.479
O 0.903 3.290 1.515 -0.266 -0.024 0.158 -0.688
O -4.197 -7.511 3.761 0.069 0.012 -0.038 -0.483
N -1.914 -1.497 1.268 0.001 -0.039 0.028 0.061
C -0.292 3.512 -5.492 0.108 0.044 -0.045 0.983
C 0.633 4.371 1.042 0.061 0.149 -0.112 0.990
C -0.218 -1.508 3.631 -0.699 -0.257 -0.572 -0.395
C 4.449 2.056 -4.651 0.052 -0.017 -0.219 -0.257
C 1.072 5.095 -4.468 0.079 0.133 0.114 -0.255
C 1.809 5.492 2.710 0.087 0.080 0.148 -0.256
C -1.788 -2.781 2.033 -0.128 -0.842 0.580 -0.263
C -1.544 1.917 -6.630 -0.104 -0.106 -0.097 -0.255
C -2.953 -7.696 3.318 -0.027 -0.164 0.038 0.987
C -4.557 -6.154 4.004 -0.087 0.098 0.056 -0.253
C 4.040 2.233 -2.367 -0.032 -0.024 -0.087 0.978
C -1.085 -0.317 1.663 0.754 1.038 -0.450 -0.251
C -0.717 -2.851 3.116 0.984 0.049 -0.151 -0.420
C -0.522 3.383 -0.713 -0.087 -0.083 -0.267 -0.260
C -1.464 -9.365 2.676 0.135 -0.131 -0.051 -0.257
C 3.513 2.536 -0.114 0.097 0.060 0.079 -0.259
C 0.173 -0.677 2.410 -0.401 -0.784 0.997 -0.425
H -1.599 1.246 -5.775 -0.029 0.059 0.050 0.183
H 1.249 5.030 3.521 0.006 -0.073 -0.032 0.192
H 2.734 4.947 2.534 -0.036 -0.070 -0.008 0.191
H -2.762 -2.997 2.454 -0.300 0.376 0.001 0.264
H 1.150 4.538 -3.536 -0.042 -0.020 -0.004 0.191
H -3.917 -5.717 4.769 0.054 0.009 -0.044 0.188
H 0.662 0.228 2.747 0.155 0.320 -0.416 0.271
H 4.535 2.771 0.180 0.048 -0.103 -0.103 0.197
H -1.611 -3.571 1.313 -0.025 0.018 -0.335 0.247
H -1.467 -10.446 2.588 -0.111 0.001 0.038 0.207
H -4.500 -5.572 3.085 0.059 0.002 0.001 0.175
H -1.208 2.832 -0.069 0.045 0.001 0.058 0.166
H 2.820 3.129 0.470 0.040 -0.030 -0.071 0.205
H 0.833 -1.292 1.805 0.339 0.269 -0.256 0.215
H 5.511 2.266 -4.549 0.012 -0.056 0.070 0.198
H 0.622 -1.668 4.293 0.069 0.063 0.229 0.246
H -1.042 -1.024 4.150 0.138 0.299 0.414 0.204
H 0.152 -3.344 2.685 0.099 -0.183 -0.075 0.218
H 3.310 1.480 0.056 0.093 -0.031 -0.039 0.181
H 2.040 6.520 2.969 -0.060 0.034 -0.095 0.209
H -1.046 3.695 -1.613 0.038 0.111 0.018 0.226
H -1.465 1.336 -7.543 0.095 0.051 -0.019 0.201
H 4.282 0.981 -4.670 0.051 -0.014 0.071 0.192
H -1.044 -3.507 3.912 -0.338 -0.065 0.096 0.258
H -1.270 -8.921 1.701 0.007 0.073 0.029 0.190
H 2.017 5.589 -4.671 0.012 -0.067 -0.085 0.202
H 4.077 2.498 -5.570 -0.082 0.063 0.066 0.204
H -0.833 0.219 0.753 -0.168 -0.044 -0.262 0.243
H -5.583 -6.169 4.357 0.000 -0.098 -0.010 0.209
H 0.325 2.758 -0.992 0.019 -0.011 0.061 0.192
H 0.280 5.837 -4.398 -0.058 -0.054 0.020 0.194
H -0.699 -9.060 3.386 -0.009 0.079 -0.016 0.194
H -2.434 2.542 -6.671 -0.001 0.014 0.084 0.196
H -1.767 -1.689 0.275 -0.018 0.008 -0.012 0.435
H -1.708 0.359 2.235 -0.327 -0.214 0.295 0.257
```
Forces are in eV/Å.

Charge ... +1
HOMO-LUMO gap ... 0.347 Ha
HOMO level ... -12.62 eV

=====

[2]
Entry from the OMol25 dataset: a structure of composition C17H35HfN2O2PSi (ωB97M-V/def2-TZVPD).

```
59
Properties=species:S:1:pos:R:3:forces:R:3:lowdin_charge:R:1
Hf -0.246 -0.116 -0.198 3.913 5.602 -2.605 1.152
P -0.106 1.940 -2.141 2.704 -2.279 -0.882 0.540
Si -1.604 2.340 -0.205 -2.021 -0.148 1.315 0.370
O -0.613 -1.240 1.410 0.102 -3.582 2.668 -0.189
O -0.055 -1.202 -1.845 -1.483 -1.607 0.001 -0.364
N -0.979 -2.522 3.185 -0.047 -0.199 0.035 -0.118
N 1.572 0.505 0.128 -2.991 -1.100 -0.114 -0.177
C 0.522 -3.407 1.423 0.352 -0.133 0.024 0.033
C 1.170 1.128 -3.212 0.543 0.742 -1.357 -0.311
C -1.357 -1.790 -1.727 0.831 0.582 0.123 -0.579
C -1.257 -3.305 -1.834 -0.415 -0.203 0.165 -0.053
C -3.449 1.978 -0.135 -0.679 0.445 1.134 -0.368
C -1.282 2.511 -3.421 -0.226 0.141 0.003 -0.269
C 0.862 3.451 -1.742 -0.212 0.243 0.137 -0.273
C 2.632 1.008 0.751 1.049 0.346 0.578 -0.456
C -1.902 -1.491 3.680 -0.119 0.149 0.136 0.005
C 2.525 2.237 1.480 0.327 -0.525 -0.269 -0.074
C 4.984 0.868 1.387 -0.178 0.389 0.103 -0.130
C 3.890 0.328 0.728 -0.403 0.512 0.145 -0.069
C -0.869 -3.761 3.943 0.173 -0.359 0.056 -0.018
C -0.367 -2.358 2.034 -0.595 1.895 -0.895 -0.371
C 3.634 2.760 2.128 0.108 -0.299 -0.272 -0.125
C 4.865 2.089 2.073 0.094 0.003 0.062 -0.142
C -2.336 -1.208 -2.759 -0.444 -0.120 0.040 -0.050
H -0.550 -3.696 -1.103 0.054 0.023 -0.147 0.047
H 1.544 2.720 1.490 0.365 -0.071 0.079 0.085
H -1.262 -4.613 3.373 0.045 0.210 0.151 0.105
H -2.879 -0.315 -2.382 0.492 -0.335 -0.272 0.073
H -0.927 1.804 1.049 -0.239 0.365 0.719 -0.107
H 0.279 4.158 -1.138 0.259 -0.125 -0.262 0.002
H -0.089 -4.185 0.935 0.118 0.333 0.243 0.098
H 1.533 1.870 -3.945 0.231 -0.350 -0.134 0.024
H 1.134 3.924 -2.697 0.021 -0.041 0.271 0.046
H -1.458 -3.637 4.854 0.245 -0.215 -0.151 0.089
H -1.733 -1.510 -0.611 -0.535 -1.070 -1.844 0.101
H 1.768 3.181 -1.181 -0.250 -0.094 -0.224 0.042
H -0.927 -3.605 -2.839 -0.008 0.271 0.268 0.099
H -2.234 -3.778 -1.655 0.180 0.094 -0.018 0.085
H -1.393 -0.525 3.793 -0.112 -0.314 -0.104 0.109
H 3.934 -0.610 0.170 0.094 0.267 0.171 0.091
H -1.566 3.828 -0.108 0.374 -0.199 0.111 -0.051
H 1.174 -2.952 0.662 -0.346 0.004 0.244 0.100
H 0.176 -3.969 4.201 -0.283 0.067 0.045 0.101
H -1.835 1.653 -3.826 0.139 0.222 0.086 0.032
H 0.746 0.270 -3.750 0.024 0.243 0.206 0.023
H 3.543 3.704 2.666 0.100 -0.177 -0.067 0.092
H -3.874 2.614 0.658 -0.443 -0.277 -0.261 -0.002
H 1.172 -3.916 2.155 -0.391 0.318 -0.149 0.096
H -3.617 0.926 0.132 -0.132 0.153 -0.138 -0.008
H -3.964 2.205 -1.078 0.210 -0.134 0.180 0.011
H -2.258 -1.840 4.653 0.024 0.290 -0.247 0.088
H -2.762 -1.364 3.006 0.344 -0.057 0.137 0.107
H -0.706 2.986 -4.231 -0.222 -0.138 0.249 0.048
H 5.943 0.349 1.358 -0.187 0.156 0.031 0.090
H -3.092 -1.982 -2.967 0.072 0.373 -0.069 0.076
H -1.808 -0.976 -3.711 -0.228 -0.115 0.757 0.097
H -1.998 3.238 -3.012 0.166 -0.187 -0.165 0.035
H 2.018 0.771 -2.612 -0.402 0.176 0.035 0.031
H 5.734 2.531 2.558 -0.158 -0.160 -0.060 0.082
```
Forces are in eV/Å.

ΔE to the lowest compared entry with this formula, charge and spin ... 3.522 eV
Charge ... 0
HOMO-LUMO gap (alpha / beta) ... 0.156 / 0.156 Ha
HOMO level (alpha / beta) ... -4.41 / -4.41 eV

=====

[3]
Entry from the OMol25 dataset: a cluster of 2 separate species, C17H35INO8P in total (ωB97M-V/def2-TZVPD).

```
63
Properties=species:S:1:pos:R:3:forces:R:3:nbo_charge:R:1
I -0.702 -3.963 0.973 0.302 0.313 -0.227 0.053
P 0.258 3.032 4.366 -3.276 0.953 -5.893 2.488
O 0.214 2.506 2.811 0.408 0.283 0.420 -0.849
O 1.627 3.879 4.117 -0.148 -1.304 2.742 -0.822
O 2.083 -4.340 -2.707 -0.543 -0.571 -0.718 -0.534
O -0.673 -1.329 -0.320 0.240 -0.776 -0.312 -0.547
O 0.688 -2.794 -1.389 -0.930 -0.404 0.471 -0.538
O -0.556 1.962 5.012 2.612 0.448 2.355 -0.988
O -0.764 4.308 4.281 0.652 -0.356 0.420 -0.806
O -1.182 0.596 -3.058 -0.298 -0.517 0.091 -0.548
N -1.629 -5.873 -1.878 -0.159 0.174 -0.123 -0.574
C 2.069 4.375 2.848 0.699 0.300 -0.576 -0.039
C -0.198 -2.415 -0.453 -0.029 0.728 0.339 0.710
C 0.029 -1.442 -3.369 -0.808 -0.803 -0.346 -0.446
C 1.218 5.494 2.292 -0.407 -0.122 0.024 -0.638
C -1.140 -3.662 -2.892 0.115 -0.481 0.049 -0.530
C -0.120 5.764 6.132 0.120 -0.115 -0.022 -0.635
C -1.208 4.918 5.494 -0.106 0.196 0.236 -0.069
C -1.996 2.652 -2.174 -0.068 -0.542 -0.580 -0.627
C -1.373 -0.806 -3.303 0.939 1.324 0.114 -0.073
C -1.250 0.757 2.019 -0.192 0.140 -0.001 -0.627
C -0.990 -5.165 -2.704 -0.059 0.177 0.154 0.134
C 3.401 -6.229 -2.206 -0.460 0.607 0.275 -0.621
C 1.268 -3.588 -3.584 0.760 1.166 1.595 -0.071
C 2.571 -5.528 -3.286 0.977 -0.974 0.547 -0.060
C 0.161 -2.848 -2.731 0.403 -0.096 -1.773 0.269
C 0.137 1.109 2.509 -0.314 -0.172 -0.148 -0.057
C -2.170 1.120 -2.197 -0.015 1.261 0.640 -0.065
H 0.243 -1.604 -4.433 0.047 0.074 0.070 0.207
H 0.412 0.504 3.372 -0.072 0.084 0.076 0.189
H -2.173 3.070 -1.185 -0.144 0.034 -0.087 0.212
H -0.305 -5.693 -3.369 0.045 0.126 0.036 0.162
H -3.188 0.863 -2.517 0.129 -0.106 -0.140 0.158
H 0.276 6.486 5.418 -0.058 0.036 0.000 0.211
H -2.001 -1.189 -2.499 0.010 -0.297 -0.187 0.182
H 4.309 -5.666 -1.985 0.098 -0.183 -0.186 0.210
H 0.247 5.129 1.959 -0.004 -0.015 0.036 0.229
H -1.564 4.154 6.189 0.007 -0.040 -0.062 0.188
H 1.902 -2.785 -3.980 -0.073 -0.253 -0.430 0.182
H -1.347 -0.316 1.862 0.015 0.011 -0.030 0.221
H -2.014 1.082 2.727 0.117 -0.055 0.157 0.217
H -2.059 5.548 5.232 0.009 -0.076 -0.134 0.186
H 1.047 6.265 3.042 0.068 0.020 -0.008 0.210
H 0.869 0.907 1.723 0.034 0.129 0.006 0.173
H -1.456 1.267 1.076 0.053 -0.064 -0.040 0.200
H 3.075 4.759 3.030 -0.067 -0.057 0.293 0.184
H 0.808 -0.768 -3.015 -0.181 -0.021 0.295 0.252
H 3.213 -5.350 -4.159 -0.246 0.237 -0.072 0.163
H 0.827 -4.187 -4.381 -0.004 0.102 -0.029 0.184
H -0.510 6.301 6.997 -0.019 -0.026 -0.002 0.216
H 2.184 3.566 2.130 -0.250 -0.130 0.112 0.196
H -1.980 -3.307 -2.288 0.169 0.036 0.121 0.226
H 3.612 -7.268 -2.453 0.129 0.086 -0.074 0.212
H 2.805 -6.192 -1.289 0.033 -0.245 -0.045 0.221
H -2.247 -5.262 -1.339 -0.030 -0.203 0.173 0.324
H -2.659 3.092 -2.922 0.042 0.252 0.194 0.204
H 1.780 -6.235 -3.572 -0.224 0.381 -0.146 0.159
H -1.442 -3.527 -3.939 0.036 0.168 0.082 0.238
H -1.847 -0.873 -4.287 -0.322 -0.372 0.246 0.177
H -0.973 2.878 -2.479 -0.006 0.025 0.159 0.223
H 0.717 5.143 6.460 -0.028 0.030 0.052 0.206
H 1.719 5.944 1.433 0.104 -0.052 0.049 0.216
H -2.053 0.777 -1.161 0.168 -0.470 -0.238 0.174
```
Forces are in eV/Å.

Charge ... 0
HOMO-LUMO gap ... 0.366 Ha
HOMO level ... -9.69 eV

=====

Table of largest force on an atom (eV Å⁻¹), in record order: 1.4 7.3 6.8
Table of E_tot (Eh), in record order: -1725.959554 -1607.520065 -1964.431375